A single C2H3ClN4 molecule. Source: the OMol25 dataset; level of theory: wB97M-V/def2-TZVPD.

Summary:
- LUMO energy (alpha / beta) (eV) = -0.2 / -3.7
- 2S+1 = 3
- frontier orbital gap (alpha / beta) (eV) = 5.91 / 6.76
- max |F| (eV/Å) = 8.1
- E (eV) = -20597.8447
- charge = 0

CARTESIAN COORDINATES (ANGSTROEM)
Cl (0.43, 2.95, 1.93)
N (0.42, 1.41, 1.28)
N (0.65, -0.65, 0.97)
N (-0.24, 1.11, -0.11)
N (0.88, 0.31, 1.76)
C (-0.44, -1.08, -1.22)
C (-0.02, -0.17, -0.14)
H (-0.26, -0.61, -2.19)
H (0.09, -2.02, -1.15)
H (-1.51, -1.27, -1.12)


A 2-piece molecular cluster, C2H3ClNO3 overall. Source: the OMol25 dataset; level of theory: wB97M-V/def2-TZVPD.

Summary:
- LUMO energy (alpha / beta) (eV) = 1.9 / 1.9
- 2S+1 = 1
- frontier orbital gap (alpha / beta) (eV) = 6.44 / 6.44
- max |F| (eV/Å) = 5.0
- E (eV) = -22275.2850
- charge = -1
- relative energy (zero: lowest compared OMol25 entry of this formula, charge and spin) (kJ/mol) = 211.5

CARTESIAN COORDINATES (ANGSTROEM)
Cl (3.33, 1.10, 0.25)
O (-2.63, 0.08, -0.60)
O (0.16, 0.06, -1.00)
O (-1.86, 0.75, 1.42)
N (-0.88, 0.83, -0.69)
C (0.83, -0.72, -0.04)
C (-1.90, 0.57, 0.26)
H (1.76, -0.07, -0.07)
H (0.24, -0.89, 0.91)
H (0.96, -1.70, -0.46)


A 2-piece molecular cluster, C2H3ClO2 overall. Source: the OMol25 dataset; level of theory: wB97M-V/def2-TZVPD.

Summary:
- LUMO energy (alpha / beta) (eV) = 0.7 / -3.4
- 2S+1 = 3
- frontier orbital gap (alpha / beta) (eV) = 5.76 / 8.43
- max |F| (eV/Å) = 8.7
- E (eV) = -18732.5756
- charge = 0
- relative energy (zero: lowest compared OMol25 entry of this formula, charge and spin) (kJ/mol) = 231.0

CARTESIAN COORDINATES (ANGSTROEM)
Cl (-4.77, -0.20, 0.06)
O (1.17, 0.51, -0.53)
O (-0.69, 1.92, -0.26)
C (0.10, 1.08, -0.11)
C (0.55, 0.09, 0.79)
H (0.01, -0.88, 0.84)
H (-4.05, 0.71, -0.54)
H (1.28, 0.51, 1.48)


A 2-piece molecular cluster, C2H3ClO2P overall. Source: the OMol25 dataset; level of theory: wB97M-V/def2-TZVPD.

Summary:
- LUMO energy (alpha / beta) (eV) = 3.7 / 3.7
- 2S+1 = 1
- frontier orbital gap (alpha / beta) (eV) = 7.88 / 7.88
- max |F| (eV/Å) = 3.5
- E (eV) = -28030.2301
- charge = -1
- relative energy (zero: lowest compared OMol25 entry of this formula, charge and spin) (kJ/mol) = 258.6

CARTESIAN COORDINATES (ANGSTROEM)
Cl (-0.42, 2.63, -2.31)
P (-0.39, 3.09, -0.30)
O (-1.78, 3.33, 0.14)
O (0.66, 4.11, -0.09)
C (0.43, 0.60, 0.49)
C (-0.18, -0.27, -0.26)
H (-0.07, -1.35, -0.18)
H (-0.86, 0.05, -1.04)
H (1.14, 0.45, 1.28)


An isolated ion of composition C2H3ClO2P and charge -1. Source: the OMol25 dataset; level of theory: wB97M-V/def2-TZVPD.

Summary:
- LUMO energy (eV) = 3.7
- 2S+1 = 1
- frontier orbital gap (eV) = 7.07
- structure (SMILES) = O=C([O-])[PH2]=CCl
- max |F| (eV/Å) = 5.9
- E (eV) = -28028.2411
- charge = -1
- relative energy (zero: lowest compared OMol25 entry of this formula, charge and spin) (kJ/mol) = 450.5

CARTESIAN COORDINATES (ANGSTROEM)
Cl (0.09, -0.51, -2.50)
P (-0.06, 0.19, 0.36)
O (-0.20, 0.59, 3.09)
O (-1.18, 2.24, 1.78)
C (-0.60, 1.21, 2.13)
C (-0.45, 0.72, -1.25)
H (-0.84, -1.05, 0.65)
H (1.27, -0.52, 0.68)
H (-0.35, 1.68, -1.43)


A single C2H3ClO2S molecule. Source: the OMol25 dataset; level of theory: wB97M-V/def2-TZVPD.

Summary:
- LUMO energy (eV) = 0.7
- 2S+1 = 1
- frontier orbital gap (eV) = 10.48
- max |F| (eV/Å) = 3.5
- E (eV) = -29573.2644
- charge = 0
- relative energy (zero: lowest compared OMol25 entry of this formula, charge and spin) (kJ/mol) = 139.9

CARTESIAN COORDINATES (ANGSTROEM)
Cl (-2.33, 0.47, -0.35)
S (0.23, -1.18, -0.68)
O (1.21, -1.61, 0.33)
O (-0.48, 0.11, 1.52)
C (-0.70, 0.16, 0.12)
C (0.41, 0.70, -0.79)
H (0.18, -0.63, 1.68)
H (0.15, 1.28, -1.62)
H (1.33, 0.71, -0.22)


A single C2H3ClO3S molecule. Source: the OMol25 dataset; level of theory: wB97M-V/def2-TZVPD.

Summary:
- LUMO energy (eV) = 0.7
- 2S+1 = 1
- frontier orbital gap (eV) = 11.11
- max |F| (eV/Å) = 3.2
- E (eV) = -31621.4593
- charge = 0
- relative energy (zero: lowest compared OMol25 entry of this formula, charge and spin) (kJ/mol) = 0.0

CARTESIAN COORDINATES (ANGSTROEM)
Cl (-0.14, 2.12, 0.22)
S (-1.63, -0.94, -0.18)
O (-0.76, -0.05, -1.28)
O (-2.58, -0.11, 0.48)
O (-0.28, -1.10, 0.84)
C (0.47, 0.67, -0.53)
C (0.87, -0.41, 0.46)
H (1.32, 0.03, 1.35)
H (1.58, -1.10, -0.02)
H (1.16, 0.89, -1.34)


A 2-piece molecular cluster, C2H3ClS overall. Source: the OMol25 dataset; level of theory: wB97M-V/def2-TZVPD.

Summary:
- LUMO energy (eV) = 0.0
- 2S+1 = 1
- frontier orbital gap (eV) = 10.58
- max |F| (eV/Å) = 4.2
- E (eV) = -25477.4004
- charge = 0
- relative energy (zero: lowest compared OMol25 entry of this formula, charge and spin) (kJ/mol) = 209.0

CARTESIAN COORDINATES (ANGSTROEM)
Cl (0.09, 1.49, -0.30)
S (-3.18, -0.05, -0.02)
C (1.30, 0.13, 0.00)
C (-2.49, -1.39, -0.24)
H (0.55, -0.65, 0.30)
H (1.71, 0.66, 0.99)
H (2.02, -0.19, -0.75)


C2H3ClS2 as an isolated structure. Source: the OMol25 dataset; level of theory: wB97M-V/def2-TZVPD.

Summary:
- LUMO energy (eV) = -1.1
- 2S+1 = 1
- frontier orbital gap (eV) = 7.95
- max |F| (eV/Å) = 6.3
- E (eV) = -36313.5570
- charge = 0
- relative energy (zero: lowest compared OMol25 entry of this formula, charge and spin) (kJ/mol) = 152.6

CARTESIAN COORDINATES (ANGSTROEM)
Cl (2.11, -0.46, -0.57)
S (-0.05, 1.73, 0.04)
S (-2.00, -0.31, -0.63)
C (0.52, -0.84, 0.11)
C (-0.43, 0.10, -0.33)
H (-1.26, 2.18, -0.18)
H (0.26, -1.89, 0.10)
H (0.85, -0.52, 1.46)


C2H3CuLiO2 as an isolated structure. Source: the OMol25 dataset; level of theory: wB97M-V/def2-TZVPD.

Summary:
- LUMO energy (alpha / beta) (eV) = -1.7 / -2.2
- 2S+1 = 2
- frontier orbital gap (alpha / beta) (eV) = 5.00 / 4.57
- max |F| (eV/Å) = 1.7
- E (eV) = -51057.0479
- charge = 0
- relative energy (zero: lowest compared OMol25 entry of this formula, charge and spin) (kJ/mol) = 82.2

CARTESIAN COORDINATES (ANGSTROEM)
Cu (2.90, 0.86, -0.11)
O (2.19, -1.01, 0.06)
O (-1.15, 0.28, 0.08)
C (0.87, -1.15, -0.04)
C (0.02, 0.16, -0.14)
Li (-2.66, 1.43, -0.39)
H (-3.03, 2.78, 0.63)
H (0.49, -1.70, -0.94)
H (0.36, -1.64, 0.84)


C2H3CuO2 as an isolated structure. Source: the OMol25 dataset; level of theory: wB97M-V/def2-TZVPD.

Summary:
- LUMO energy (alpha / beta) (eV) = -6.4 / -6.4
- 2S+1 = 2
- frontier orbital gap (alpha / beta) (eV) = 5.28 / 9.30
- max |F| (eV/Å) = 1.1
- E (eV) = -50845.9393
- charge = +1
- relative energy (zero: lowest compared OMol25 entry of this formula, charge and spin) (kJ/mol) = 138.6

CARTESIAN COORDINATES (ANGSTROEM)
Cu (-3.19, -0.04, 0.35)
O (-1.21, -0.72, -0.36)
O (2.05, 1.12, 0.30)
C (-0.27, -1.46, -0.11)
C (1.19, 1.94, 0.28)
H (0.46, -1.72, -0.90)
H (1.11, 2.78, -0.46)
H (-0.13, -1.89, 0.90)


C2H3DyFLiO as an isolated structure. Source: the OMol25 dataset; level of theory: wB97M-V/def2-TZVPD.

Summary:
- LUMO energy (alpha / beta) (eV) = -15.3 / -15.3
- 2S+1 = 7
- frontier orbital gap (alpha / beta) (eV) = 8.18 / 10.16
- max |F| (eV/Å) = 5.7
- E (eV) = -31143.0984
- charge = +3
- relative energy (zero: lowest compared OMol25 entry of this formula, charge and spin) (kJ/mol) = 0.0

CARTESIAN COORDINATES (ANGSTROEM)
Dy (-0.06, -1.58, -2.26)
F (0.09, 0.81, 2.26)
O (-0.04, -0.29, -0.28)
C (-0.19, 1.04, -0.09)
C (0.49, 1.60, 1.08)
Li (-0.12, -0.96, 1.55)
H (0.10, 2.65, 1.06)
H (-0.96, 1.57, -0.65)
H (1.59, 1.51, 1.08)


A single C2H3F2I molecule. Source: the OMol25 dataset; level of theory: wB97M-V/def2-TZVPD.

Summary:
- LUMO energy (eV) = -0.3
- 2S+1 = 1
- frontier orbital gap (eV) = 9.34
- structure (SMILES) = CC(F)(F)I
- max |F| (eV/Å) = 1.9
- E (eV) = -15658.0720
- charge = 0
- relative energy (zero: lowest compared OMol25 entry of this formula, charge and spin) (kJ/mol) = 8.1

CARTESIAN COORDINATES (ANGSTROEM)
I (2.46, -0.81, 0.01)
F (0.52, 1.25, 1.10)
F (0.52, 1.30, -1.05)
C (0.43, 0.50, 0.00)
C (-0.76, -0.40, -0.01)
H (-0.80, -0.96, -0.95)
H (-0.71, -1.10, 0.82)
H (-1.66, 0.21, 0.08)


A 2-piece molecular cluster, C2H3F2IO overall. Source: the OMol25 dataset; level of theory: wB97M-V/def2-TZVPD.

Summary:
- LUMO energy (eV) = -0.1
- 2S+1 = 1
- frontier orbital gap (eV) = 8.52
- max |F| (eV/Å) = 2.1
- E (eV) = -17701.5637
- charge = 0
- relative energy (zero: lowest compared OMol25 entry of this formula, charge and spin) (kJ/mol) = 425.8

CARTESIAN COORDINATES (ANGSTROEM)
I (-2.29, -1.03, 0.29)
F (-2.00, 1.86, 1.53)
F (-1.84, 1.99, -0.60)
O (0.97, -1.23, -0.17)
C (2.02, -0.65, -0.32)
C (-1.34, 1.35, 0.49)
H (-0.72, -1.36, -0.21)
H (3.05, -0.85, 0.22)
H (2.15, -0.08, -1.23)


A 2-piece molecular cluster, C2H3F2NO3 overall. Source: the OMol25 dataset; level of theory: wB97M-V/def2-TZVPD.

Summary:
- LUMO energy (alpha / beta) (eV) = -0.3 / -1.3
- 2S+1 = 1
- frontier orbital gap (alpha / beta) (eV) = 8.75 / 7.91
- max |F| (eV/Å) = 1.4
- E (eV) = -15184.2155
- charge = 0
- relative energy (zero: lowest compared OMol25 entry of this formula, charge and spin) (kJ/mol) = 240.9

CARTESIAN COORDINATES (ANGSTROEM)
F (2.10, 0.82, -0.72)
F (2.25, -0.90, 0.62)
O (-0.68, 1.57, 0.68)
O (-1.67, 0.18, -1.16)
O (-1.44, -1.68, -0.05)
N (-1.31, -0.48, -0.18)
C (1.59, -0.35, -0.38)
C (-0.68, 0.26, 0.82)
H (-1.03, 1.76, -0.22)
H (1.31, -1.02, -1.19)
H (-0.44, -0.17, 1.78)


C2H3F2NOS as an isolated structure. Source: the OMol25 dataset; level of theory: wB97M-V/def2-TZVPD.

Summary:
- LUMO energy (eV) = -0.6
- 2S+1 = 1
- frontier orbital gap (eV) = 8.11
- max |F| (eV/Å) = 3.7
- E (eV) = -21925.7581
- charge = 0
- relative energy (zero: lowest compared OMol25 entry of this formula, charge and spin) (kJ/mol) = 427.5

CARTESIAN COORDINATES (ANGSTROEM)
S (2.46, -0.47, -0.16)
F (-1.09, 1.31, -0.42)
F (1.19, 1.94, -0.01)
O (-1.57, -1.05, 0.06)
N (-0.17, -1.33, -0.04)
C (0.22, 0.96, 0.21)
C (0.73, -0.40, -0.12)
H (-0.06, -2.27, -0.40)
H (-1.61, 0.32, -0.41)
H (-0.10, 0.99, 1.29)


A single C2H3F2NOS molecule. Source: the OMol25 dataset; level of theory: wB97M-V/def2-TZVPD.

Summary:
- LUMO energy (eV) = 0.3
- 2S+1 = 1
- frontier orbital gap (eV) = 9.56
- structure (SMILES) = ONC(=S)C(F)F
- max |F| (eV/Å) = 0.6
- E (eV) = -21928.8449
- charge = 0
- relative energy (zero: lowest compared OMol25 entry of this formula, charge and spin) (kJ/mol) = 129.7

CARTESIAN COORDINATES (ANGSTROEM)
S (0.01, 1.53, -1.43)
F (-2.07, 0.43, 0.85)
F (-1.06, -1.51, 0.82)
O (2.27, 0.34, 0.10)
N (1.03, -0.16, 0.31)
C (-1.34, -0.38, 0.08)
C (-0.04, 0.30, -0.32)
H (1.00, -0.94, 0.96)
H (-1.92, -0.68, -0.80)
H (2.12, 1.06, -0.56)


A 2-piece molecular cluster, C2H3F2NS overall. Source: the OMol25 dataset; level of theory: wB97M-V/def2-TZVPD.

Summary:
- LUMO energy (eV) = 0.6
- 2S+1 = 1
- frontier orbital gap (eV) = 8.71
- max |F| (eV/Å) = 1.9
- E (eV) = -19879.6402
- charge = 0
- relative energy (zero: lowest compared OMol25 entry of this formula, charge and spin) (kJ/mol) = 311.6

CARTESIAN COORDINATES (ANGSTROEM)
S (3.19, 0.17, 1.03)
F (5.05, -0.95, -0.45)
F (4.77, 1.08, -0.93)
N (-0.02, 0.32, -0.23)
C (0.44, -0.33, 0.78)
C (4.28, 0.10, -0.14)
H (-0.98, 0.29, -0.41)
H (0.52, 0.83, -0.90)
H (-0.30, -0.98, 1.26)


A single C2H3F2OP molecule. Source: the OMol25 dataset; level of theory: wB97M-V/def2-TZVPD.

Summary:
- LUMO energy (eV) = 0.0
- 2S+1 = 1
- frontier orbital gap (eV) = 10.07
- structure (SMILES) = O=CC(F)(F)P
- max |F| (eV/Å) = 2.5
- E (eV) = -18892.0697
- charge = 0
- relative energy (zero: lowest compared OMol25 entry of this formula, charge and spin) (kJ/mol) = 370.6

CARTESIAN COORDINATES (ANGSTROEM)
P (0.47, 0.96, 0.95)
F (-1.06, 0.18, -1.17)
F (-1.96, 1.70, 0.16)
O (-1.41, -1.73, 0.99)
C (-1.78, -0.60, 0.96)
C (-1.23, 0.58, 0.15)
H (0.52, -0.25, 1.70)
H (-2.51, -0.32, 1.66)
H (-0.07, 1.93, 1.74)


A single C2H3F3 molecule. Source: the OMol25 dataset; level of theory: wB97M-V/def2-TZVPD.

Summary:
- LUMO energy (eV) = 0.9
- 2S+1 = 1
- frontier orbital gap (eV) = 12.74
- structure (SMILES) = FCC(F)F
- max |F| (eV/Å) = 4.0
- E (eV) = -10273.8788
- charge = 0
- relative energy (zero: lowest compared OMol25 entry of this formula, charge and spin) (kJ/mol) = 178.5

CARTESIAN COORDINATES (ANGSTROEM)
F (1.19, -0.88, 0.87)
F (0.10, 1.69, 0.52)
F (1.29, -0.08, -1.24)
C (0.46, -0.52, -0.31)
C (-0.53, 0.52, 0.21)
H (-0.30, -1.56, -0.53)
H (-0.91, -0.03, 1.06)
H (-1.32, 0.86, -0.59)